Formula: C52H74BFN13
Source: the Open Molecules 2025 dataset
Level of theory: ωB97M-V/def2-TZVPD

```
141
Properties=species:S:1:pos:R:3:forces:R:3:lowdin_charge:R:1
N 4.035166 -1.049670 -1.854949 1.0 -0.2 -1.3 -0.03
C 3.125990 -2.224171 -2.103878 0.0 -1.2 1.0 -0.21
B 1.554926 -1.974992 -1.593532 0.4 -0.8 0.0 -0.87
N 0.887357 -3.378907 -1.747933 -0.1 -0.4 -0.2 0.03
C 1.482060 -1.631608 0.010795 -0.2 0.6 1.3 -0.14
C 2.068732 -2.767826 0.979996 0.1 0.8 1.3 -0.18
C 3.570443 -2.436948 1.506477 -1.7 -0.3 0.7 -0.16
F 4.440076 -3.543442 1.155471 -0.8 1.6 0.4 -0.15
C 0.699236 -0.964641 -2.565076 0.1 1.5 -0.1 -0.15
C 0.960335 0.615896 -2.349686 -1.4 -0.2 -0.7 -0.20
C 2.076822 1.248330 -3.303649 0.0 0.2 -0.3 -0.18
C 3.274588 2.033599 -2.592178 0.9 0.5 -1.4 -0.19
N 3.018471 2.515859 -1.211000 0.4 -0.5 0.0 -0.19
C 3.514518 1.788236 -0.062161 -3.1 4.7 2.5 -0.06
C 2.979034 2.601261 1.146796 -0.2 0.2 -4.8 -0.09
C 2.177807 3.791704 0.535413 1.3 -2.2 -1.9 -0.10
C 2.226545 3.701781 -1.011528 1.5 -2.3 5.8 -0.06
H 4.741910 -1.074995 -2.621277 -0.4 0.3 0.9 0.06
H 4.591871 -1.175349 -0.993744 -0.5 -0.2 -0.6 0.04
H 3.082414 -2.534864 -3.206167 0.4 0.6 1.2 0.09
H 3.581624 -3.120150 -1.520513 -0.8 0.9 -1.1 0.09
H 1.226530 -3.744932 -2.649711 -0.9 -0.1 0.4 0.03
H -0.141848 -3.260976 -1.749081 0.8 -0.3 -0.5 0.02
H 2.033047 -0.649303 0.291295 -1.0 -1.3 -0.3 0.08
H 0.361761 -1.477647 0.300717 1.7 -0.1 -0.4 0.09
H 2.013275 -3.830074 0.574227 0.2 1.5 0.2 0.10
H 1.417402 -2.753760 1.938642 1.0 -0.2 -1.3 0.09
H 3.933543 -1.419099 1.130225 -0.1 -1.7 0.0 0.09
H 3.585488 -2.366018 2.659597 0.1 -0.3 -1.8 0.11
H -0.423012 -1.150531 -2.339683 1.6 0.3 -0.6 0.09
H 0.959545 -1.211683 -3.662649 -0.8 0.3 1.3 0.09
H 1.087796 0.817800 -1.236660 0.2 -0.1 -1.5 0.10
H -0.037098 1.132327 -2.641633 1.5 -0.5 0.5 0.09
H 2.542585 0.463896 -4.015082 -0.7 1.0 1.3 0.11
H 1.560999 2.006048 -4.012529 0.7 -1.1 1.1 0.09
H 4.264504 1.443123 -2.643540 -1.8 0.8 0.5 0.11
H 3.478119 2.980253 -3.228867 -0.3 -1.4 1.0 0.11
H 4.117590 0.833425 -0.008631 -1.0 1.6 -0.9 0.09
H 3.157899 2.316901 2.230409 -0.4 0.6 -1.7 0.06
H 1.624493 4.567044 1.152749 0.9 -1.1 -1.1 0.06
H 1.761358 4.354186 -1.811462 0.9 -1.3 1.1 0.11
N -1.517730 1.270764 -5.783562 0.0 0.0 0.0 0.00
C -2.570142 1.428474 -4.919515 -0.1 0.0 0.1 -0.15
C -3.088258 0.185793 -4.651377 -0.1 0.3 0.0 -0.09
C -2.318005 -0.758008 -5.374911 0.2 0.0 -0.2 -0.11
C -1.354639 -0.060390 -6.061846 -0.1 -0.1 -0.2 -0.14
H -0.951460 2.016305 -6.155012 0.1 -0.2 0.2 0.14
H -2.858739 2.409497 -4.572112 0.0 -0.1 0.1 0.10
H -3.927867 -0.021561 -4.004592 0.1 0.0 0.0 0.09
H -2.452690 -1.829472 -5.390299 0.1 0.1 0.0 0.10
H -0.569827 -0.395055 -6.723406 0.0 0.0 0.1 0.11
N -2.989215 -2.768082 -0.551631 -0.1 0.1 0.1 0.02
C -4.057706 -2.093512 -1.078757 0.0 0.0 0.0 -0.15
C -4.374556 -1.066822 -0.222738 -0.1 -0.1 -0.2 -0.12
C -3.458791 -1.121399 0.857617 0.1 -0.1 0.2 -0.12
C -2.614710 -2.179653 0.625254 0.0 -0.1 0.1 -0.13
H -2.546250 -3.572449 -0.966198 0.0 0.2 0.1 0.14
H -4.499944 -2.402159 -2.013951 0.0 0.1 0.1 0.10
H -5.175408 -0.354778 -0.359750 0.1 -0.1 0.0 0.08
H -3.420780 -0.459181 1.710231 0.1 0.0 -0.1 0.07
H -1.782471 -2.564117 1.195177 0.0 0.1 -0.1 0.11
N 7.516175 -1.939124 3.938851 -0.1 0.1 0.0 0.01
C 7.737732 -0.892737 4.795008 0.1 0.0 0.1 -0.15
C 6.775687 0.058443 4.558265 0.2 0.0 0.2 -0.12
C 5.939455 -0.434731 3.525306 -0.1 -0.2 -0.1 -0.11
C 6.419029 -1.670390 3.165145 0.0 -0.1 -0.1 -0.13
H 8.072821 -2.776226 3.886900 -0.1 0.2 0.0 0.14
H 8.559113 -0.914750 5.495275 -0.1 0.1 0.0 0.10
H 6.683060 1.004049 5.072322 0.1 -0.1 0.0 0.08
H 5.081264 0.059502 3.093603 0.1 -0.1 0.0 0.08
H 6.076235 -2.379040 2.426299 0.0 0.1 0.1 0.09
N -3.742860 -1.964484 -8.310886 -0.1 -0.1 -0.1 0.01
C -5.024223 -1.776941 -7.868712 0.0 0.1 0.0 -0.14
C -5.768886 -2.866211 -8.251267 -0.1 0.2 0.1 -0.12
C -4.902585 -3.746533 -8.945204 0.2 -0.1 -0.1 -0.12
C -3.658318 -3.165058 -8.963731 0.0 0.0 0.0 -0.15
H -2.980245 -1.319466 -8.175405 -0.1 -0.1 0.1 0.13
H -5.295429 -0.886198 -7.322591 0.0 -0.1 0.0 0.11
H -6.820185 -3.013388 -8.052293 0.1 0.0 0.0 0.09
H -5.160301 -4.700184 -9.382022 0.0 0.1 0.0 0.09
H -2.722860 -3.500682 -9.385082 -0.1 0.0 0.0 0.10
N -5.786873 0.406134 5.186232 -0.1 0.2 -0.2 0.00
C -6.183336 1.703892 5.368672 0.0 0.1 0.2 -0.13
C -6.006340 2.371216 4.181542 -0.1 0.0 0.2 -0.13
C -5.489084 1.439611 3.246130 0.1 -0.2 -0.1 -0.11
C -5.367086 0.235237 3.893813 0.1 -0.1 0.0 -0.13
H -5.802178 -0.311395 5.892303 0.1 0.2 -0.1 0.12
H -6.554603 2.039745 6.324972 0.0 0.0 -0.1 0.11
H -6.226348 3.413998 4.005421 -0.1 -0.1 0.1 0.09
H -5.234883 1.629186 2.213131 0.0 -0.1 0.1 0.09
H -5.017595 -0.725972 3.548045 0.0 0.1 0.0 0.11
N -3.132648 3.978464 -6.987952 0.0 0.2 -0.1 0.01
C -2.755212 4.536044 -8.180148 0.0 0.0 0.0 -0.14
C -3.709704 5.456205 -8.538957 0.2 -0.1 -0.1 -0.12
C -4.696666 5.457818 -7.522528 -0.1 -0.1 0.2 -0.12
C -4.312269 4.538166 -6.577454 0.0 0.0 0.0 -0.14
H -2.620894 3.266449 -6.489150 -0.3 0.1 -0.2 0.09
H -1.843222 4.229671 -8.669813 -0.1 0.0 0.0 0.10
H -3.698094 6.061774 -9.433169 0.0 -0.1 0.1 0.09
H -5.589159 6.064907 -7.485885 0.1 -0.1 0.0 0.09
H -4.776007 4.233774 -5.651391 0.0 0.0 -0.1 0.11
N -4.085990 4.819570 2.852651 0.1 0.1 -0.1 0.01
C -4.314487 5.858718 1.990809 0.0 0.0 0.0 -0.14
C -3.299575 6.770813 2.147834 -0.2 0.0 -0.2 -0.12
C -2.423297 6.260041 3.137040 0.1 -0.2 0.2 -0.12
C -2.932735 5.053588 3.551438 0.0 0.0 0.1 -0.13
H -4.674985 4.007793 2.955943 0.3 0.1 0.0 0.09
H -5.177975 5.860143 1.342986 0.1 0.0 0.0 0.10
H -3.198445 7.701615 1.609417 0.0 -0.1 0.0 0.09
H -1.519519 6.723150 3.504679 -0.1 -0.1 0.0 0.09
H -2.575509 4.343998 4.282170 0.0 0.1 -0.1 0.11
N 8.568076 -5.085449 -1.396242 0.1 -0.1 -0.1 -0.02
C 7.973216 -5.092025 -0.161317 0.0 0.1 0.0 -0.15
C 6.871323 -4.273042 -0.216857 0.3 -0.2 0.3 -0.10
C 6.794739 -3.757769 -1.534713 0.1 0.0 -0.3 -0.09
C 7.852301 -4.278002 -2.240682 0.0 0.1 0.0 -0.15
H 9.399865 -5.594696 -1.644302 -0.2 0.1 0.0 0.14
H 8.385281 -5.676157 0.647810 -0.1 0.1 -0.1 0.10
H 6.194484 -4.068143 0.599754 0.2 -0.1 -0.3 0.06
H 6.047277 -3.081277 -1.923792 0.0 -0.1 0.1 0.07
H 8.157201 -4.143015 -3.267510 0.0 0.0 0.1 0.10
N -8.979340 -2.853467 6.590683 0.1 0.0 0.0 0.00
C -7.765061 -2.225159 6.654954 0.0 0.0 0.0 -0.14
C -7.036256 -2.812970 7.660024 0.0 0.2 -0.2 -0.11
C -7.838979 -3.837959 8.218986 -0.2 -0.2 0.0 -0.11
C -9.031107 -3.841450 7.537294 0.0 0.0 0.0 -0.14
H -9.719009 -2.625193 5.946831 0.2 0.0 0.1 0.15
H -7.526250 -1.415654 5.982820 -0.1 -0.1 0.0 0.09
H -6.035648 -2.536774 7.959022 -0.1 0.0 0.0 0.09
H -7.573676 -4.500239 9.029697 0.0 0.1 -0.1 0.09
H -9.909752 -4.459135 7.644564 0.1 0.0 0.0 0.10
N 6.088814 2.154679 7.994827 0.1 0.0 0.0 0.00
C 6.894388 3.188308 8.392406 0.0 0.1 0.0 -0.15
C 8.058473 2.652190 8.886061 -0.1 0.3 0.0 -0.12
C 7.953464 1.243002 8.776820 -0.1 -0.2 -0.1 -0.12
C 6.728645 0.965965 8.220878 -0.1 -0.1 0.0 -0.15
H 5.168985 2.253545 7.597021 0.2 0.0 0.0 0.15
H 6.569983 4.212805 8.291282 0.1 -0.1 0.0 0.10
H 8.893520 3.212013 9.280707 -0.1 0.0 -0.1 0.09
H 8.692446 0.512554 9.071545 -0.1 0.1 0.0 0.09
H 6.257927 0.028030 7.968235 0.1 0.1 0.0 0.11
```
Forces are in eV/Å.

Results
HOMO in Ha: -0.1584
F_max in eV Å⁻¹: 6.41
Kohn-Sham gap in eV: 6.21
2S+1: 1
Net charge: -1


Formula: C3H2Cl3N
Source: the Open Molecules 2025 dataset
Level of theory: ωB97M-V/def2-TZVPD

```
9
Properties=species:S:1:pos:R:3:forces:R:3:nbo_charge:R:1
C 1.708332 1.263322 0.808921 -0.5 0.3 -2.1 0.16
C 1.589390 -0.167755 -1.221351 1.3 -0.4 0.5 -0.46
C 1.530015 1.148409 -0.540969 -0.7 0.8 -2.9 -0.02
N 1.947007 0.984686 1.880560 0.6 -0.3 3.3 -0.19
Cl 0.146882 -1.152463 -0.998230 -0.2 -0.1 0.0 0.00
Cl -0.883298 3.925203 -2.848443 -0.1 -0.1 0.1 -0.11
Cl 1.137285 2.449077 -1.645965 0.5 -0.5 1.3 0.14
H 1.871259 -0.095861 -2.242778 -0.8 0.6 -1.2 0.24
H 2.483760 -0.718740 -0.940330 -0.2 -0.3 1.2 0.25
```
Forces are in eV/Å.

Results
HOMO (alpha / beta) in Ha: -0.4213 / -0.3572
F_max in eV Å⁻¹: 3.41
Kohn-Sham gap (alpha / beta) in eV: 9.18 / 5.88
2S+1: 1
Net charge: 0
Energy relative to the best compared isomer or geometry (same formula, charge and spin) in kJ/mol: 287.7


Formula: C5H4NO2S2
Source: the Open Molecules 2025 dataset
Level of theory: ωB97M-V/def2-TZVPD

```
14
Properties=species:S:1:pos:R:3:forces:R:3:nbo_charge:R:1
C 0.729425 1.142011 -1.724959 1.3 -0.4 -2.0 -0.30
C 0.681460 1.071852 -0.527470 -0.2 0.1 -2.2 0.03
C -3.075767 0.675111 -0.309933 0.0 -2.4 -1.1 0.00
C -3.673033 -0.442579 -0.275408 -0.8 -1.9 0.2 -0.40
C 0.624224 1.010225 0.863613 0.6 -2.0 2.8 -0.72
N -2.901689 1.832714 0.206263 0.5 1.4 0.1 0.42
O -3.399868 2.803630 -0.420449 0.2 0.6 1.0 -0.52
O -2.121125 1.904830 1.202528 -0.7 1.1 0.1 -0.56
S -4.861537 -1.526438 0.587803 -2.1 1.8 2.9 -0.01
S -3.603983 -2.063609 -0.992579 2.6 -0.4 -3.0 0.09
H 1.101218 1.055201 -2.782357 -1.1 0.3 1.8 0.23
H -0.357453 1.146111 1.304774 -0.3 -0.3 -0.4 0.31
H 1.074232 0.017349 1.257091 -0.7 1.5 -0.6 0.21
H 1.190982 1.803604 1.286838 0.8 0.7 0.4 0.22
```
Forces are in eV/Å.

Results
HOMO (alpha / beta) in Ha: -0.0895 / -0.1485
F_max in eV Å⁻¹: 3.99
<S²>: 2.012
Kohn-Sham gap (alpha / beta) in eV: 5.44 / 5.44
2S+1: 3
Net charge: -1
Energy relative to the best compared isomer or geometry (same formula, charge and spin) in kJ/mol: 492.1